[1]
{
  "formula": "C26H47FNbO15S",
  "method": "ωB97M-V/def2-TZVPD",
  "species": ["C", "C", "S", "C", "Nb", "C", "C", "C", "F", "H", "H", "H", "H", "H", "H", "H", "H", "H", "H", "H", "H", "H", "H", "H", "H", "H", "C", "C", "C", "O", "C", "O", "O", "H", "H", "H", "H", "H", "H", "C", "C", "C", "O", "C", "O", "O", "H", "H", "H", "H", "H", "H", "C", "C", "C", "O", "C", "O", "O", "H", "H", "H", "H", "H", "H", "C", "C", "C", "O", "C", "O", "O", "H", "H", "H", "H", "H", "H", "C", "C", "C", "O", "C", "O", "O", "H", "H", "H", "H", "H", "H"],
  "xyz": [[2.826, 0.858, 5.134], [2.725, -0.378, 4.230], [2.505, -1.959, 5.087], [0.913, -2.458, 4.357], [-0.994, -1.373, 4.870], [-2.388, 0.354, 4.998], [-1.966, 1.816, 5.093], [-1.549, 2.419, 3.772], [-2.682, 2.890, 3.058], [2.678, 0.590, 6.181], [3.793, 1.357, 5.033], [2.039, 1.579, 4.905], [1.869, -0.283, 3.563], [3.616, -0.463, 3.605], [1.103, -2.383, 3.285], [0.757, -3.511, 4.609], [-0.464, -0.425, 3.314], [-2.315, -2.436, 4.085], [-1.423, -2.279, 6.446], [-0.066, -0.281, 6.046], [-2.870, 0.053, 5.940], [-3.113, 0.261, 4.180], [-2.777, 2.454, 5.479], [-1.132, 1.914, 5.794], [-1.059, 1.667, 3.152], [-0.891, 3.283, 3.893], [1.411, -3.278, -1.719], [0.252, -3.375, -0.769], [0.031, -2.162, 0.106], [-0.594, -2.726, 1.254], [-0.195, -4.007, 1.368], [-0.361, -4.698, 2.321], [0.451, -4.399, 0.230], [1.584, -4.235, -2.213], [1.191, -2.520, -2.467], [2.325, -3.002, -1.192], [-0.672, -3.615, -1.304], [-0.610, -1.424, -0.357], [0.973, -1.702, 0.418], [-6.113, 2.689, 6.125], [-6.566, 1.414, 6.782], [-6.771, 1.453, 8.288], [-6.493, 0.106, 8.670], [-5.642, -0.426, 7.740], [-5.061, -1.449, 7.845], [-5.550, 0.412, 6.681], [-5.853, 2.505, 5.084], [-6.913, 3.431, 6.163], [-5.231, 3.084, 6.629], [-7.466, 1.020, 6.297], [-7.776, 1.723, 8.601], [-6.040, 2.113, 8.764], [3.014, -2.756, -7.957], [2.483, -2.892, -6.558], [0.995, -2.652, -6.363], [0.938, -2.158, -5.019], [2.125, -1.584, -4.736], [2.354, -0.915, -3.778], [3.026, -1.862, -5.701], [4.102, -2.787, -7.943], [2.653, -3.578, -8.577], [2.705, -1.813, -8.403], [2.763, -3.853, -6.114], [0.375, -3.540, -6.449], [0.630, -1.871, -7.035], [-1.563, 3.615, -3.488], [-1.763, 2.512, -2.486], [-0.617, 2.256, -1.520], [-0.770, 0.864, -1.244], [-1.392, 0.286, -2.294], [-1.515, -0.889, -2.431], [-1.851, 1.231, -3.146], [-2.372, 3.619, -4.216], [-1.550, 4.578, -2.976], [-0.620, 3.480, -4.020], [-2.693, 2.651, -1.927], [-0.669, 2.817, -0.591], [0.351, 2.411, -2.004], [6.006, 3.043, -6.617], [4.832, 2.133, -6.846], [5.074, 0.647, -6.647], [4.121, 0.072, -7.546], [3.876, 0.960, -8.533], [3.261, 0.711, -9.522], [4.424, 2.157, -8.234], [5.765, 4.060, -6.923], [6.262, 3.050, -5.558], [6.870, 2.706, -7.191], [3.968, 2.448, -6.254], [4.880, 0.285, -5.641], [6.078, 0.356, -6.967]],
  "atomic_forces_ev_per_a": [[-0.162, 0.016, 0.171], [0.074, 0.117, -0.154], [0.029, -0.129, 0.204], [0.314, 0.979, -0.353], [-0.212, -0.227, -0.650], [0.743, 0.417, -0.520], [-0.038, 0.102, 0.068], [0.123, -0.058, -0.022], [0.032, -0.069, -0.002], [0.085, -0.053, -0.017], [-0.002, 0.001, 0.028], [0.044, 0.011, -0.094], [-0.023, -0.015, 0.018], [-0.007, 0.015, 0.009], [-0.209, -0.335, -0.050], [-0.124, 0.035, 0.100], [0.164, 0.058, 0.094], [-0.252, 0.086, 0.683], [0.236, -0.064, -0.006], [-0.582, -0.291, 0.379], [0.005, -0.244, -0.054], [-0.101, -0.209, 0.101], [0.032, 0.006, 0.035], [0.014, -0.028, -0.032], [-0.042, 0.009, -0.027], [-0.077, 0.042, 0.048], [0.114, -0.240, 0.136], [-0.041, 0.021, 0.156], [0.099, 0.127, -0.095], [-0.156, -0.157, 0.196], [0.173, -0.030, 0.008], [-0.043, -0.070, -0.203], [-0.077, -0.004, -0.026], [-0.048, 0.014, -0.052], [-0.016, 0.020, 0.027], [-0.023, 0.040, 0.020], [0.020, -0.005, -0.031], [-0.090, -0.012, 0.176], [0.022, 0.007, -0.058], [0.082, -0.005, 0.048], [-0.107, -0.040, 0.105], [0.094, 0.080, -0.067], [0.034, -0.066, 0.025], [0.149, 0.143, -0.118], [-0.185, -0.061, 0.193], [-0.024, -0.090, -0.114], [-0.009, 0.005, -0.012], [0.012, 0.016, 0.000], [-0.001, 0.011, -0.005], [0.011, 0.026, -0.034], [-0.030, -0.067, -0.009], [-0.039, 0.035, 0.005], [-0.046, 0.015, -0.057], [-0.122, -0.006, 0.128], [0.084, 0.074, -0.078], [-0.054, 0.049, 0.014], [0.094, 0.120, -0.040], [-0.042, 0.083, -0.110], [0.082, -0.175, 0.020], [0.005, -0.011, -0.039], [-0.018, -0.026, 0.044], [0.008, -0.010, -0.018], [0.037, -0.005, -0.035], [0.016, -0.030, 0.076], [-0.023, -0.037, -0.031], [0.067, -0.061, -0.065], [0.017, -0.056, 0.146], [-0.011, 0.063, -0.120], [0.076, -0.054, -0.006], [0.059, -0.005, 0.118], [-0.076, 0.049, -0.234], [-0.074, -0.004, 0.002], [-0.025, 0.023, 0.019], [0.014, 0.007, -0.013], [0.006, 0.017, 0.004], [-0.013, 0.019, -0.028], [-0.069, -0.044, 0.036], [0.006, 0.041, 0.026], [0.051, -0.021, -0.103], [-0.084, -0.122, 0.009], [0.011, 0.066, 0.081], [0.085, 0.016, -0.110], [-0.006, -0.015, -0.029], [0.036, 0.028, 0.052], [-0.040, 0.081, 0.042], [-0.016, 0.012, 0.036], [0.021, 0.004, -0.004], [0.011, -0.003, 0.015], [0.013, 0.037, 0.002], [-0.081, -0.007, -0.008], [0.015, 0.018, 0.031]],
  "mulliken_charge": [-0.989, -0.065, -0.232, -0.587, -0.663, -1.052, -0.033, -0.144, -0.364, 0.311, 0.327, 0.154, -0.137, 0.468, -0.109, 0.487, 0.009, -0.030, -0.053, 0.014, 0.520, 0.522, -0.027, 0.356, 0.029, 0.270, -1.054, 0.795, -0.228, -0.164, 0.577, -0.539, -0.444, 0.387, -0.062, 0.362, 0.168, -0.011, 0.194, -1.457, 0.491, -0.499, -0.349, 0.618, -0.485, -0.237, 0.353, 0.409, 0.326, 0.233, 0.299, 0.305, -1.380, 0.516, -0.556, -0.260, 0.708, -0.551, -0.288, 0.350, 0.427, 0.228, 0.245, 0.322, 0.311, -1.451, 0.523, -0.545, -0.238, 0.657, -0.530, -0.373, 0.353, 0.384, 0.330, 0.277, 0.308, 0.279, -1.440, 0.520, -0.569, -0.161, 0.620, -0.553, -0.384, 0.357, 0.378, 0.347, 0.269, 0.308, 0.294],
  "homo_energy_ev": -3.7787,
  "total_charge": -1,
  "lumo_ev": 1.575,
  "spin_multiplicity": 1,
  "relative_energy_kj_mol": 0.0
}

=====

[2]
{
  "formula": "C26H47GaN5O4",
  "method": "ωB97M-V/def2-TZVPD",
  "species": ["C", "C", "O", "C", "O", "C", "C", "C", "Ga", "C", "C", "C", "O", "N", "C", "O", "H", "H", "H", "H", "H", "H", "H", "H", "H", "H", "H", "H", "H", "H", "H", "H", "H", "H", "H", "C", "C", "C", "C", "N", "H", "H", "H", "H", "H", "H", "H", "C", "C", "C", "C", "N", "H", "H", "H", "H", "H", "H", "H", "C", "C", "C", "C", "N", "H", "H", "H", "H", "H", "H", "H", "C", "C", "C", "C", "N", "H", "H", "H", "H", "H", "H", "H"],
  "xyz": [[-2.269, 5.729, -0.913], [-3.500, 5.686, -1.860], [-4.510, 4.935, -1.206], [-5.392, 4.336, -2.065], [-5.102, 3.896, -3.137], [-6.820, 4.204, -1.558], [-7.113, 2.761, -1.046], [-5.939, 2.130, -0.244], [-4.811, 0.731, -1.225], [-3.130, 1.565, -2.094], [-1.840, 0.808, -1.626], [-0.778, 1.774, -1.018], [0.440, 1.652, -1.784], [-5.848, -0.340, -2.525], [-6.088, 0.242, -3.555], [-6.436, 1.012, -4.401], [-1.414, 5.226, -1.370], [-1.981, 6.755, -0.672], [-2.471, 5.189, 0.014], [-3.787, 6.727, -2.041], [-3.159, 5.239, -2.792], [-7.042, 4.936, -0.777], [-7.466, 4.385, -2.419], [-7.457, 2.135, -1.873], [-7.976, 2.841, -0.367], [-6.396, 1.604, 0.607], [-5.316, 2.916, 0.203], [-4.236, -0.284, -0.098], [-3.197, 1.587, -3.184], [-3.100, 2.594, -1.717], [-2.124, 0.116, -0.829], [-1.435, 0.302, -2.506], [-0.638, 1.481, 0.035], [-1.122, 2.806, -1.016], [0.590, 0.707, -1.850], [4.498, -1.320, 0.301], [3.464, -0.244, -0.007], [2.542, 0.068, 1.171], [1.715, -1.078, 1.548], [1.081, -1.987, 1.847], [4.022, -2.275, 0.534], [5.149, -1.476, -0.561], [5.123, -1.033, 1.147], [2.871, -0.550, -0.872], [3.985, 0.673, -0.288], [1.892, 0.902, 0.896], [3.133, 0.390, 2.031], [9.079, -2.440, -1.438], [9.672, -3.137, -0.220], [8.649, -3.377, 0.893], [8.131, -2.130, 1.453], [7.720, -1.148, 1.882], [8.709, -1.444, -1.187], [9.835, -2.326, -2.214], [8.252, -3.019, -1.854], [10.509, -2.549, 0.162], [10.076, -4.103, -0.529], [9.116, -3.952, 1.695], [7.820, -3.978, 0.513], [-9.215, 4.329, 3.339], [-10.591, 3.705, 3.132], [-10.530, 2.199, 2.865], [-9.831, 1.890, 1.619], [-9.262, 1.658, 0.649], [-8.594, 4.230, 2.448], [-9.311, 5.393, 3.560], [-8.693, 3.857, 4.174], [-11.098, 4.210, 2.307], [-11.196, 3.875, 4.027], [-11.544, 1.799, 2.808], [-10.035, 1.692, 3.696], [10.668, -8.283, 1.219], [9.285, -7.916, 1.745], [8.176, -8.112, 0.707], [8.337, -7.227, -0.446], [8.468, -6.535, -1.353], [10.959, -7.646, 0.382], [11.416, -8.161, 2.003], [10.697, -9.322, 0.884], [9.292, -6.881, 2.092], [9.059, -8.540, 2.612], [7.208, -7.913, 1.168], [8.158, -9.150, 0.368]],
  "atomic_forces_ev_per_a": [[-0.047, -0.176, -0.239], [2.052, 0.101, 0.833], [-0.643, 0.526, -0.729], [-1.323, -0.620, 0.154], [0.682, 0.414, -0.396], [0.288, -0.456, 0.236], [0.097, 0.648, 0.737], [-0.755, -0.261, -0.395], [0.920, 0.466, 0.725], [-0.143, -0.714, 0.361], [-0.949, 1.506, 0.332], [-0.317, -1.428, -0.556], [0.208, 0.628, 0.692], [0.038, -0.189, -1.226], [-0.721, 1.530, 1.386], [0.359, -1.186, -0.461], [-0.021, 0.126, 0.009], [0.002, -0.088, 0.034], [-0.159, 0.135, -0.035], [-0.601, -0.246, -0.067], [-0.554, -0.171, -0.052], [0.184, -0.056, -0.014], [0.090, 0.192, 0.033], [0.238, 0.009, -0.033], [0.421, 0.196, -0.644], [0.171, -0.046, -0.093], [0.030, -0.106, -0.121], [-0.104, -0.121, -0.081], [0.036, 0.197, 0.084], [-0.035, -0.017, -0.200], [0.179, -0.349, -0.332], [0.244, -0.206, 0.320], [0.361, 0.151, -0.110], [0.257, 0.045, -0.344], [0.023, -0.082, -0.134], [-0.063, -0.033, 0.023], [0.306, -0.223, -0.151], [0.000, 0.283, -0.278], [0.046, 0.090, 0.126], [0.024, -0.070, -0.013], [-0.024, 0.023, 0.024], [0.026, 0.000, 0.028], [0.021, -0.017, -0.019], [-0.077, 0.084, 0.039], [-0.120, 0.062, 0.021], [-0.120, -0.078, 0.075], [-0.054, -0.110, 0.066], [-0.011, 0.040, 0.028], [0.092, 0.088, -0.313], [0.251, -0.208, -0.039], [-0.100, -0.107, -0.014], [0.053, 0.075, 0.037], [-0.026, -0.023, 0.022], [-0.027, -0.007, -0.015], [0.013, -0.004, -0.003], [-0.041, -0.027, 0.101], [-0.062, -0.043, 0.093], [-0.075, 0.068, 0.086], [-0.061, 0.098, -0.002], [-0.031, 0.034, -0.066], [0.175, 0.233, 0.119], [-0.271, 0.177, 0.090], [0.082, -0.119, 0.116], [-0.536, -0.358, 0.309], [0.009, -0.055, 0.021], [0.027, -0.009, 0.011], [0.019, -0.003, -0.021], [-0.032, -0.091, -0.020], [-0.055, -0.087, -0.033], [0.042, -0.078, -0.076], [0.094, -0.027, -0.083], [-0.006, 0.063, 0.016], [0.306, -0.058, 0.023], [-0.059, 0.015, 0.346], [-0.074, -0.138, -0.046], [0.064, 0.116, 0.030], [-0.029, -0.028, -0.023], [0.012, -0.022, -0.020], [0.011, 0.011, -0.013], [-0.097, -0.006, -0.018], [-0.113, 0.027, -0.025], [-0.041, 0.043, -0.122], [0.029, 0.046, -0.116]],
  "mulliken_charge": [-1.092, -0.295, -0.304, 0.557, -0.554, -0.798, 0.112, -0.762, 0.184, 0.309, -0.951, 0.588, -0.585, -0.562, 0.719, -0.597, 0.259, 0.317, 0.291, 0.423, 0.311, 0.212, 0.337, 0.377, -0.184, 0.366, 0.312, -0.414, 0.561, -0.637, 0.258, 0.272, 0.166, -0.427, 0.328, -1.197, -0.341, -0.319, 0.248, -0.461, 0.334, 0.361, 0.263, 0.234, 0.361, 0.178, 0.332, -1.195, -0.436, -0.027, 0.123, -0.493, 0.348, 0.349, 0.309, 0.337, 0.263, 0.201, 0.220, -0.961, -0.405, -0.465, 0.227, -0.439, 0.190, 0.317, 0.306, 0.293, 0.293, 0.284, 0.257, -1.142, -0.289, -0.418, 0.240, -0.432, 0.322, 0.331, 0.316, 0.174, 0.314, 0.282, 0.317],
  "homo_energy_ev": -4.2672,
  "total_charge": -1,
  "lumo_ev": 1.485,
  "spin_multiplicity": 1
}